No. 1
{
  "formula": "C16H13BF5IrO6",
  "method": "ωB97M-V with the def2-TZVPD basis set",
  "elements": ["Ir", "O", "B", "O", "C", "C", "C", "C", "C", "C", "H", "H", "H", "H", "C", "O", "H", "H", "H", "H", "O", "C", "C", "C", "C", "C", "C", "C", "O", "O", "H", "H", "H", "H", "H", "F", "C", "F", "C", "F", "F", "F"],
  "coordinates": [[0.58047, 0.46902, -0.08642], [0.95186, -0.59807, 2.68841], [0.40532, 0.44248, 1.92976], [-0.08673, 1.41970, 2.81274], [0.15302, 0.96322, 4.08484], [-0.14724, 1.55270, 5.28995], [0.21852, 0.84992, 6.43765], [0.85490, -0.38340, 6.35915], [1.15235, -0.96915, 5.12894], [0.78388, -0.26484, 4.00731], [-0.64408, 2.51202, 5.34025], [0.00137, 1.27418, 7.40868], [1.12412, -0.90080, 7.27017], [1.64621, -1.92830, 5.05436], [-0.46265, 3.45576, 0.51052], [0.24994, 2.49250, -0.32406], [-1.51578, 3.45937, 0.25516], [-0.00251, 4.42308, 0.32315], [-0.31771, 3.14171, 1.53511], [0.07651, 2.66536, -1.25941], [5.30757, -0.90325, 0.02632], [4.09430, -1.42382, 0.26481], [3.95959, -2.45508, 1.19781], [2.72507, -3.02545, 1.44040], [1.58358, -2.58594, 0.78059], [1.71260, -1.55301, -0.12899], [2.96128, -0.95275, -0.39834], [3.05385, 0.20707, -1.38406], [4.13144, 0.65713, -1.73999], [1.87342, 0.59144, -1.73728], [5.20112, -0.24153, -0.69756], [4.84703, -2.79904, 1.71320], [2.64634, -3.83157, 2.15848], [0.62225, -3.04056, 0.96588], [0.80425, -1.29420, -0.75136], [-1.44254, -1.23519, 1.09594], [-1.30304, -0.23106, 0.17194], [-1.56344, -0.84469, -1.04383], [-2.51695, 0.69994, 0.35432], [-3.65785, 0.01698, 0.40759], [-2.43374, 1.43363, 1.46536], [-2.59298, 1.54560, -0.69249]],
  "forces_ev_per_angstrom": [[-0.8, -0.6, 0.0], [0.0, -0.1, 0.1], [0.4, 0.1, 0.3], [0.0, 0.2, -0.2], [0.0, -0.1, 0.1], [0.0, 0.1, 0.0], [0.0, 0.0, 0.0], [0.0, 0.0, 0.0], [0.0, 0.0, 0.0], [0.0, 0.0, -0.1], [0.0, 0.0, 0.0], [0.0, 0.0, 0.0], [0.0, 0.0, 0.0], [0.0, 0.0, 0.0], [0.3, 0.0, -0.2], [-0.3, 0.2, 0.1], [0.0, 0.0, 0.0], [0.0, 0.0, 0.1], [0.0, 0.0, 0.0], [0.1, 0.0, 0.0], [0.0, -0.1, 0.1], [0.1, 0.1, -0.2], [0.0, 0.0, 0.0], [0.0, -0.2, 0.0], [0.1, -0.1, -0.1], [0.1, 0.6, 0.4], [0.2, 0.0, -0.3], [-0.3, -1.2, 0.8], [-0.1, 0.0, -0.1], [0.0, 1.4, -0.4], [0.0, 0.0, 0.0], [0.0, 0.0, 0.0], [0.0, 0.0, 0.0], [-0.1, 0.1, 0.1], [0.2, -0.4, -0.1], [-0.2, 0.1, 0.1], [0.5, -0.2, -0.2], [-0.1, -0.1, 0.0], [-0.1, 0.2, 0.0], [0.0, -0.1, -0.1], [0.0, 0.0, 0.0], [0.0, 0.0, 0.0]],
  "e_homo_ev": -8.8198,
  "de_lowest_kcal_mol": 0.8
}

No. 2
{
  "formula": "C17H27ClN2OsS",
  "method": "ωB97M-V with the def2-TZVPD basis set",
  "elements": ["C", "C", "C", "C", "Cl", "H", "H", "H", "H", "H", "H", "H", "H", "H", "C", "C", "C", "H", "C", "C", "H", "H", "H", "H", "C", "C", "C", "H", "C", "C", "H", "H", "H", "H", "Os", "C", "N", "C", "S", "N", "C", "H", "H", "H", "H", "H", "H", "H", "H"],
  "coordinates": [[5.27069, 1.68579, -2.37964], [4.77458, 1.84210, -3.76814], [5.44312, 2.89521, -1.53935], [6.00864, 0.45164, -2.01767], [2.23347, 0.71420, -1.00936], [6.37738, 3.43098, -1.77114], [5.48826, 2.64983, -0.47729], [4.63530, 3.61316, -1.68807], [5.57131, 2.16043, -4.45931], [3.99041, 2.59708, -3.83827], [4.38178, 0.90599, -4.16799], [7.05899, 0.48591, -2.34791], [5.57226, -0.43464, -2.48022], [6.03402, 0.29410, -0.93855], [-2.39592, 0.69925, -0.34349], [-1.78309, 1.62133, 0.53346], [-0.79446, 2.33622, -0.19019], [-2.03599, 1.76639, 1.56969], [-0.81608, 1.85687, -1.52062], [-1.79842, 0.85470, -1.61376], [-2.06830, 0.30454, -2.49915], [-3.20091, 0.02745, -0.09986], [-0.15136, 3.10986, 0.19254], [-0.15317, 2.16937, -2.30774], [-0.05929, -2.07559, 1.40046], [-0.76311, -1.09966, 2.13405], [0.15256, -0.09135, 2.51463], [-1.81748, -1.11166, 2.35621], [1.42227, -0.43911, 2.01818], [1.29475, -1.66175, 1.31911], [2.08520, -2.18241, 0.80970], [-0.46550, -2.98793, 0.99911], [-0.08260, 0.79673, 3.07744], [2.32242, 0.14259, 2.11015], [0.00000, 0.00000, 0.00000], [-3.89483, -4.41941, 0.80881], [-3.19045, -3.30598, 0.21101], [-1.96218, -3.29434, -0.55797], [-1.63781, -1.81166, -1.18112], [-1.15400, -4.43161, -0.87291], [-1.17748, -5.71491, -0.19211], [-4.09103, -5.20351, 0.05275], [-4.88027, -4.06410, 1.18999], [-3.36018, -4.79134, 1.70272], [-3.69855, -2.40657, 0.29241], [-0.44352, -4.31936, -1.60152], [-1.48619, -6.51323, -0.89528], [-0.16376, -5.93577, 0.19733], [-1.82764, -5.74710, 0.68433]],
  "forces_ev_per_angstrom": [[2.6, 0.8, -1.2], [-1.2, -0.4, 0.5], [-1.2, -0.4, 0.5], [-1.2, -0.4, 0.5], [-0.3, -0.2, 0.1], [0.0, -0.4, -0.3], [0.1, -0.1, -0.1], [0.1, 0.0, -0.2], [0.3, 0.0, 0.5], [0.1, 0.1, 0.1], [0.2, 0.0, 0.0], [-0.2, 0.5, -0.2], [0.0, 0.1, -0.1], [0.1, 0.2, 0.0], [0.1, 0.8, 1.5], [-0.8, -0.2, 0.2], [0.8, -0.9, 0.5], [0.0, 0.0, 0.0], [-0.1, -0.4, -0.7], [1.0, 0.7, -0.9], [0.1, 0.1, -0.1], [0.0, 0.2, 0.0], [0.0, 0.1, 0.1], [0.0, 0.0, -0.1], [0.3, 0.4, -0.5], [-0.2, 0.6, 0.6], [-1.1, 0.2, -0.1], [0.0, 0.0, 0.1], [0.6, -0.3, -1.0], [0.5, 0.2, 0.1], [0.1, -0.1, 0.0], [0.3, 0.1, 0.2], [0.0, 0.0, 0.1], [0.1, 0.0, 0.1], [-1.1, 0.2, 0.5], [-0.7, -0.6, 0.4], [2.7, 0.1, -1.4], [-1.9, -3.7, 1.1], [0.9, 0.8, -1.7], [-2.5, 2.7, 1.5], [0.4, -1.0, 0.1], [0.2, 0.2, 0.6], [0.7, -0.1, -0.5], [-0.3, -0.1, -0.6], [1.2, -0.8, -0.5], [-0.6, 0.4, 0.5], [0.2, 0.4, 0.4], [-0.5, 0.0, -0.4], [0.0, 0.3, -0.4]],
  "multiplicity": 5,
  "charge": 2,
  "e_homo_ev": [-12.9157, -14.1132]
}

Respective E_tot values: -1697.547442 -1721.766358 a.u..